(1)
6 unconnected molecules or ions with the total composition C32H59N2O12S5 in a non-equilibrium geometry. Source: the OMol25 dataset; level of theory: the ωB97M-V functional and the def2-TZVPD basis.

Last columns: bonded neighbours and bond lengths (Å).
CARTESIAN COORDINATES (ANGSTROEM)
1 C 7.594 -3.231 -2.841  C2 1.518, H17 1.179, H18 1.184
2 C 8.294 -1.960 -2.392  C1 1.518, C3 1.637, H19 1.173
3 C 7.342 -0.823 -1.699  C2 1.637, O4 1.363, O5 1.465
4 O 6.512 -1.260 -0.711  C3 1.363
5 O 7.319 0.615 -1.974  C3 1.465, C6 1.466
6 C 7.316 0.936 -3.404  O5 1.466, C7 1.640, H20 1.194, H21 1.169
7 C 5.834 1.118 -4.084  C6 1.640, C8 1.638, H22 1.194, H23 1.170
8 C 4.647 1.580 -3.054  C7 1.638, C9 1.642, H24 1.194, H25 1.170
9 C 4.077 0.393 -2.073  C8 1.642, C10 1.646, H26 1.171, H27 1.194
10 C 2.436 0.330 -1.959  C9 1.646, C11 1.639, H28 1.194, H29 1.191
11 C 1.721 -0.784 -2.927  C10 1.639, C12 1.642, H30 1.191, H31 1.194
12 C 2.616 -1.256 -4.220  C11 1.642, C13 1.662, N16 1.512
13 C 3.410 -2.698 -3.995  C12 1.662, N14 1.516, H32 1.173
14 N 4.134 -2.765 -5.326  C13 1.516, C15 1.540, H33 1.044
15 C 3.820 -1.560 -6.233  N14 1.540, N16 1.517, H34 1.176
16 N 2.862 -0.597 -5.559  C12 1.512, C15 1.517, H35 1.044
17 H 7.262 -3.970 -1.984  C1 1.179
18 H 7.352 -3.412 -3.986  C1 1.184
19 H 9.448 -1.887 -2.592  C2 1.173
20 H 7.852 1.999 -3.504  C6 1.194
21 H 7.927 0.212 -4.090  C6 1.169
22 H 5.945 2.001 -4.879  C7 1.194
23 H 5.611 0.154 -4.709  C7 1.170
24 H 3.756 1.989 -3.735  C8 1.194
25 H 5.019 2.474 -2.398  C8 1.170
26 H 4.583 -0.625 -2.348  C9 1.171
27 H 4.465 0.662 -0.977  C9 1.194
28 H 2.180 0.152 -0.806  C10 1.194
29 H 2.021 1.397 -2.288  C10 1.191
30 H 1.344 -1.702 -2.268  C11 1.191
31 H 0.748 -0.258 -3.376  C11 1.194
32 H 3.403 -3.425 -3.075  C13 1.173
33 H 4.789 -3.539 -5.574  N14 1.044
34 H 4.253 -1.377 -7.311  C15 1.176
35 H 2.452 0.312 -5.869  N16 1.044
36 C 5.715 -8.413 -4.247  C37 1.528, C42 1.521, H43 1.094, H44 1.097
37 C 5.881 -7.409 -3.108  C36 1.528, C38 1.528, H45 1.097, H46 1.094
38 C 5.314 -6.073 -3.587  C37 1.528, S39 1.787, H47 1.093, H48 1.093
39 S 4.058 -6.468 -4.794  C38 1.787, O40 1.448, O41 1.449, C42 1.782
40 O 4.491 -5.980 -6.087  S39 1.448
41 O 2.754 -6.156 -4.245  S39 1.449
42 C 4.291 -8.234 -4.751  C36 1.521, S39 1.782, H49 1.091, H50 1.094
43 H 5.898 -9.439 -3.914  C36 1.094
44 H 6.428 -8.184 -5.048  C36 1.097
45 H 5.318 -7.755 -2.232  C37 1.097
46 H 6.928 -7.308 -2.806  C37 1.094
47 H 4.865 -5.509 -2.766  C38 1.093
48 H 6.080 -5.468 -4.080  C38 1.093
49 H 4.130 -8.657 -5.744  C42 1.091
50 H 3.567 -8.650 -4.043  C42 1.094
51 C -3.333 2.142 -0.249  C52 1.528, C57 1.521, H58 1.094, H59 1.097
52 C -2.135 3.055 0.010  C51 1.528, C53 1.528, H60 1.097, H61 1.094
53 C -0.874 2.272 -0.353  C52 1.528, S54 1.787, H62 1.093, H63 1.093
54 S -1.360 1.096 -1.608  C53 1.787, O55 1.448, O56 1.449, C57 1.782
55 O -1.219 -0.239 -1.067  S54 1.448
56 O -0.777 1.484 -2.877  S54 1.449
57 C -3.090 1.522 -1.618  C51 1.521, S54 1.782, H64 1.091, H65 1.094
58 H -4.277 2.692 -0.219  C51 1.094
59 H -3.372 1.358 0.516  C51 1.097
60 H -2.212 3.946 -0.626  C52 1.097
61 H -2.103 3.395 1.049  C52 1.094
62 H -0.095 2.927 -0.751  C53 1.093
63 H -0.490 1.713 0.504  C53 1.093
64 H -3.694 0.631 -1.798  C57 1.091
65 H -3.250 2.254 -2.415  C57 1.094
66 C -4.501 4.400 4.799  C67 1.528, C72 1.521, H73 1.094, H74 1.097
67 C -5.724 5.118 4.230  C66 1.528, C68 1.528, H75 1.097, H76 1.094
68 C -6.154 4.365 2.972  C67 1.528, S69 1.787, H77 1.093, H78 1.093
69 S -5.637 2.671 3.203  C68 1.787, O70 1.448, O71 1.449, C72 1.782
70 O -4.617 2.363 2.223  S69 1.448
71 O -6.807 1.837 3.392  S69 1.449
72 C -4.847 2.919 4.781  C66 1.521, S69 1.782, H79 1.091, H80 1.094
73 H -4.262 4.744 5.809  C66 1.094
74 H -3.630 4.590 4.161  C66 1.097
75 H -6.535 5.097 4.968  C67 1.097
76 H -5.510 6.168 4.008  C67 1.094
77 H -7.237 4.399 2.833  C68 1.093
78 H -5.652 4.754 2.082  C68 1.093
79 H -3.972 2.272 4.867  C72 1.091
80 H -5.575 2.674 5.561  C72 1.094
81 C 1.593 4.499 3.960  C82 1.528, C87 1.521, H88 1.094, H89 1.097
82 C 1.045 5.875 4.338  C81 1.528, C83 1.528, H90 1.097, H91 1.094
83 C -0.463 5.852 4.091  C82 1.528, S84 1.787, H92 1.093, H93 1.093
84 S -0.976 4.153 4.292  C83 1.787, O85 1.448, O86 1.449, C87 1.782
85 O -1.440 3.657 3.013  S84 1.448
86 O -1.765 4.033 5.502  S84 1.449
87 C 0.650 3.491 4.599  C81 1.521, S84 1.782, H94 1.091, H95 1.094
88 H 2.621 4.363 4.307  C81 1.094
89 H 1.583 4.385 2.870  C81 1.097
90 H 1.242 6.067 5.400  C82 1.097
91 H 1.527 6.674 3.765  C82 1.094
92 H -0.997 6.480 4.807  C83 1.093
93 H -0.706 6.161 3.070  C83 1.093
94 H 0.734 2.491 4.168  C87 1.091
95 H 0.794 3.447 5.682  C87 1.094
96 C -9.753 -1.124 3.673  C97 1.528, C102 1.521, H103 1.094, H104 1.097
97 C -8.288 -1.191 4.103  C96 1.528, C98 1.528, H105 1.097, H106 1.094
98 C -8.231 -1.964 5.420  C97 1.528, S99 1.787, H107 1.093, H108 1.093
99 S -9.630 -3.075 5.408  C98 1.787, O100 1.448, O101 1.449, C102 1.782
100 O -10.542 -2.679 6.459  S99 1.448
101 O -9.156 -4.437 5.265  S99 1.449
102 C -10.298 -2.534 3.847  C96 1.521, S99 1.782, H109 1.091, H110 1.094
103 H -9.858 -0.777 2.641  C96 1.094
104 H -10.297 -0.428 4.323  C96 1.097
105 H -7.707 -1.722 3.338  C97 1.097
106 H -7.852 -0.193 4.212  C97 1.094
107 H -7.308 -2.543 5.507  C98 1.093
108 H -8.335 -1.297 6.280  C98 1.093
109 H -11.388 -2.573 3.874  C102 1.091
110 H -9.916 -3.202 3.069  C102 1.094

Properties
**LUMO**: -3.921 eV
**Frontier orbital gap**: 6.945 eV
**Total charge**: +1
**Molecular weight**: 824.2 g mol⁻¹
**Max |F|**: 0.165 hartree/bohr

Here are the Löwdin charges for atoms 1 to 4, given in e:
1 C 0.01
2 C -0.04
3 C -0.25
4 O -0.05

(2)
3 unconnected molecules or ions with the total composition C32H60IN5O4P3 in a non-equilibrium geometry. Source: the OMol25 dataset; level of theory: the ωB97M-V functional and the def2-TZVPD basis.

Last columns: bonded neighbours and bond lengths (Å).
CARTESIAN COORDINATES (ANGSTROEM)
1 C -0.871 -0.966 3.372  C2 1.488, H36 1.175, H37 1.176
2 C -0.376 -0.076 2.288  C1 1.488, N3 1.531, H38 1.180
3 N -1.049 0.124 0.927  C2 1.531, C4 1.379, C29 1.543
4 C -0.755 -0.560 -0.233  N3 1.379, C5 1.644, C20 1.642
5 C 0.406 -1.719 -0.344  C4 1.644, C6 1.639, H39 1.187, H40 1.193
6 C -0.098 -3.236 0.021  C5 1.639, C7 1.665, H41 1.193, H42 1.189
7 C 1.124 -4.247 0.526  C6 1.665, C8 1.644, H43 1.186, H44 1.194
8 C 2.607 -3.817 -0.041  C7 1.644, C9 1.672, H45 1.183, H46 1.192
9 C 3.503 -2.939 1.062  C8 1.672, C10 1.639, H47 1.185, H48 1.190
10 C 4.466 -1.812 0.362  C9 1.639, C11 1.640, H49 1.192, H50 1.173
11 C 3.946 -0.263 0.510  C10 1.640, C12 1.641, H51 1.194, H52 1.182
12 C 3.972 0.335 2.039  C11 1.641, C13 1.671, H53 1.179, H54 1.176
13 C 4.075 2.001 1.963  C12 1.671, C14 1.640, H55 1.188, H56 1.191
14 C 4.282 2.707 3.429  C13 1.640, C15 1.669, H57 1.187, H58 1.193
15 C 2.993 2.484 4.464  C14 1.669, C16 1.642, H59 1.192, H60 1.183
16 C 3.353 1.167 5.377  C15 1.642, C17 1.639, H61 1.174, H62 1.172
17 C 2.531 1.076 6.792  C16 1.639, C18 1.665, H63 1.191, H64 1.184
18 C 1.150 0.157 6.654  C17 1.665, C19 1.642, H65 1.187, H66 1.171
19 C -0.076 1.212 6.367  C18 1.642, H67 1.194, H68 1.179, H69 1.184
20 C -1.695 0.000 -1.457  C4 1.642, P21 1.936, C24 1.672, H70 1.190
21 P -3.071 -1.178 -2.141  C20 1.936, N22 1.800, O23 1.760
22 N -3.984 -1.903 -0.770  P21 1.800, H71 1.046, H72 1.044
23 O -4.257 -0.163 -2.953  P21 1.760, H73 1.022
24 C -2.340 1.353 -0.716  C20 1.672, C25 1.638, C29 1.636, H74 1.180
25 C -1.613 2.553 -1.563  C24 1.638, C26 1.673, H75 1.172, H76 1.171
26 C -2.314 2.765 -3.067  C25 1.673, C27 1.639, I28 2.231, H77 1.170
27 C -1.464 2.072 -4.285  C26 1.639, H78 1.180, H79 1.193, H80 1.192
28 I -2.315 4.952 -3.511  C26 2.231
29 C -2.132 1.223 0.901  N3 1.543, C24 1.636, N30 1.525, P31 1.908
30 N -3.433 0.750 1.538  C29 1.525, H81 1.064, H82 1.059
31 P -1.278 2.610 1.895  C29 1.908, P32 2.180, H83 1.469
32 P -2.229 4.555 1.643  P31 2.180, O33 1.613, O34 1.776, O35 1.741
33 O -2.543 5.207 3.085  P32 1.613
34 O -0.998 5.612 0.919  P32 1.776, H84 1.021
35 O -3.594 4.580 0.562  P32 1.741, H85 1.016
36 H -1.128 -0.489 4.416  C1 1.175
37 H -1.002 -2.130 3.271  C1 1.176
38 H 0.636 0.500 2.481  C2 1.180
39 H 0.823 -1.726 -1.455  C5 1.187
40 H 1.243 -1.420 0.451  C5 1.193
41 H -0.563 -3.682 -0.983  C6 1.193
42 H -0.985 -3.216 0.813  C6 1.189
43 H 1.182 -4.338 1.708  C7 1.186
44 H 0.882 -5.306 0.032  C7 1.194
45 H 2.582 -3.296 -1.102  C8 1.183
46 H 3.205 -4.835 -0.207  C8 1.192
47 H 2.796 -2.517 1.914  C9 1.185
48 H 4.206 -3.737 1.596  C9 1.190
49 H 5.530 -1.902 0.893  C10 1.192
50 H 4.596 -2.058 -0.777  C10 1.173
51 H 4.712 0.402 -0.119  C11 1.194
52 H 2.889 -0.055 0.023  C11 1.182
53 H 2.919 0.100 2.516  C12 1.179
54 H 4.867 -0.044 2.701  C12 1.176
55 H 3.126 2.475 1.430  C13 1.188
56 H 5.012 2.324 1.303  C13 1.191
57 H 5.309 2.425 3.952  C14 1.187
58 H 4.309 3.885 3.237  C14 1.193
59 H 2.890 3.415 5.201  C15 1.192
60 H 1.964 2.391 3.887  C15 1.183
61 H 4.504 1.206 5.608  C16 1.174
62 H 3.080 0.214 4.752  C16 1.172
63 H 3.207 0.534 7.607  C17 1.191
64 H 2.212 2.126 7.239  C17 1.184
65 H 0.979 -0.352 7.712  C18 1.187
66 H 1.321 -0.644 5.817  C18 1.171
67 H 0.096 1.795 5.340  C19 1.194
68 H -1.129 0.683 6.346  C19 1.179
69 H -0.064 2.028 7.225  C19 1.184
70 H -0.883 0.197 -2.303  C20 1.190
71 H -4.382 -1.156 -0.155  N22 1.046
72 H -4.739 -2.516 -1.151  N22 1.044
73 H -5.103 -0.108 -2.383  O23 1.022
74 H -3.498 1.325 -0.943  C24 1.180
75 H -1.713 3.592 -1.030  C25 1.172
76 H -0.474 2.345 -1.740  C25 1.171
77 H -3.409 2.359 -3.123  C26 1.170
78 H -1.317 2.763 -5.229  C27 1.180
79 H -1.970 1.075 -4.703  C27 1.193
80 H -0.380 1.726 -3.928  C27 1.192
81 H -3.229 0.575 2.568  N30 1.064
82 H -4.145 1.534 1.554  N30 1.059
83 H 0.070 2.727 1.321  P31 1.469
84 H -0.211 4.995 0.713  O34 1.021
85 H -3.555 5.492 0.116  O35 1.016
86 N -7.375 -0.357 -7.249  C87 1.371, C90 1.371, H91 1.012
87 C -7.290 -1.724 -7.197  N86 1.371, C88 1.377, H92 1.082
88 C -6.492 -2.061 -6.127  C87 1.377, C89 1.415, H93 1.082
89 C -6.087 -0.854 -5.507  C88 1.415, C90 1.377, H94 1.082
90 C -6.649 0.182 -6.219  N86 1.371, C89 1.377, H95 1.082
91 H -7.894 0.172 -7.938  N86 1.012
92 H -7.802 -2.338 -7.926  C87 1.082
93 H -6.231 -3.066 -5.824  C88 1.082
94 H -5.454 -0.752 -4.636  C89 1.082
95 H -6.593 1.253 -6.082  C90 1.082
96 N 3.760 -2.055 -3.789  C97 1.371, C100 1.371, H101 1.012
97 C 2.595 -2.093 -4.511  N96 1.371, C98 1.377, H102 1.082
98 C 2.615 -3.227 -5.292  C97 1.377, C99 1.415, H103 1.082
99 C 3.831 -3.900 -5.027  C98 1.415, C100 1.377, H104 1.082
100 C 4.517 -3.156 -4.093  N96 1.371, C99 1.377, H105 1.082
101 H 4.019 -1.330 -3.133  N96 1.012
102 H 1.855 -1.310 -4.409  C97 1.082
103 H 1.836 -3.536 -5.977  C98 1.082
104 H 4.170 -4.828 -5.470  C99 1.082
105 H 5.478 -3.315 -3.622  C100 1.082

Properties
**LUMO**: -4.351 eV
**Frontier orbital gap**: 5.443 eV
**Total charge**: +1
**Molecular weight**: 798.7 g mol⁻¹
**Max |F|**: 0.134 hartree/bohr

Here are the Löwdin charges for atoms 1 to 4, given in e:
1 C 0.08
2 C -0.17
3 N -0.04
4 C -0.03